The following is a quantum chemistry calculation of a 2-piece molecular cluster, C3H11N3 overall in a non-equilibrium geometry, from the Open Molecules 2025 dataset.

The charge is 0. As for the lowest unoccupied orbital energy: 0.8 eV. As for the electronic energy: -285.093941 Eh. The SMILES is [H]/N=C/N.CCN. Its multiplicity is 1.

```
17
Properties=species:S:1:pos:R:3:lowdin_charge:R:1
H 3.3885 2.4213 -0.4850 0.019
N 3.5330 1.4270 -0.6000 0.024
C 2.6701 0.7423 0.0763 -0.377
N 2.3940 -0.6476 -0.1560 -0.016
H 2.0552 1.3060 0.7583 0.094
H 1.3924 -1.0805 0.0486 0.103
H 3.0488 -1.2421 -0.8745 0.152
C -2.2704 -0.3928 1.2942 -0.099
C -1.8626 -0.7684 -0.1721 -0.286
N -1.3917 0.5290 -0.8973 -0.044
H -2.6525 0.6227 1.3062 0.054
H -2.9115 -1.0897 1.8069 0.046
H -1.2279 -0.4743 1.8272 0.098
H -0.8926 -1.2280 -0.0844 0.051
H -2.4652 -1.3028 -0.8696 0.080
H -0.6829 0.1694 -1.5799 0.062
H -2.1246 1.0087 -1.3989 0.039
```

---

The following is a quantum chemistry calculation of one molecule with the formula C3H11N3 in a non-equilibrium geometry, from the Open Molecules 2025 dataset.

The charge is 0. As for the lowest unoccupied orbital energy: 1.0 eV. As for the electronic energy: -284.991916 Eh. Its multiplicity is 1.

```
17
Properties=species:S:1:pos:R:3:lowdin_charge:R:1
C -1.0445 0.9149 -0.3383 -0.133
C 1.2142 -1.7568 -0.0885 -0.202
C -2.1658 0.0345 0.1505 -0.105
N 0.4822 -0.6387 -0.6435 -0.209
N 0.4997 0.4306 0.1958 -0.225
N 1.8223 1.2959 0.2409 0.065
H 0.4056 0.2172 1.2019 0.136
H 2.3720 1.0589 -0.5829 0.057
H 1.6070 2.2864 0.1426 0.043
H -1.0697 1.9033 0.1177 0.087
H -0.9869 0.9973 -1.4176 0.100
H 0.9637 -2.6548 -0.6545 0.060
H 2.2984 -1.5935 -0.1391 0.047
H 0.9648 -1.9465 0.9729 0.059
H -2.2019 -0.8945 -0.4114 0.070
H -2.0423 -0.2162 1.2031 0.072
H -3.1189 0.5619 0.0504 0.078
```

---

The following is a quantum chemistry calculation of one molecule with the formula C3H11N3, from the Open Molecules 2025 dataset.

The charge is 0. As for the lowest unoccupied orbital energy: 1.1 eV. As for the electronic energy: -285.154457 Eh. The SMILES is NCCNCN. Its multiplicity is 1.

```
17
Properties=species:S:1:pos:R:3:lowdin_charge:R:1
N -1.5097 -1.2269 1.4306 -0.011
C -1.5208 0.2206 1.1469 -0.284
C -0.1557 0.6674 0.6763 -0.271
N 0.1248 0.0914 -0.6394 -0.080
C 1.5111 0.3478 -1.0252 -0.358
N 1.8593 -0.1643 -2.3257 -0.003
H -1.1440 -1.3865 2.3639 0.064
H -2.4544 -1.5901 1.4564 0.060
H -2.2316 0.4004 0.3435 0.108
H -1.8489 0.8243 2.0048 0.104
H 0.6332 0.3894 1.3979 0.113
H -0.1538 1.7524 0.5447 0.113
H 0.0221 -0.9190 -0.5460 0.094
H 1.6930 1.4225 -1.0293 0.113
H 2.2143 -0.0856 -0.2894 0.113
H 1.5258 -1.1171 -2.4376 0.062
H 1.4354 0.3734 -3.0725 0.063
```

---

The following is a quantum chemistry calculation of a 2-piece molecular cluster, C3H11N3 overall in a non-equilibrium geometry, from the Open Molecules 2025 dataset.

The charge is 0. As for the lowest unoccupied orbital energy: 1.1 eV. As for the electronic energy: -285.134357 Eh. The SMILES is [H]/N=C/N.CNC. Its multiplicity is 1.

```
17
Properties=species:S:1:pos:R:3:lowdin_charge:R:1
H -0.0923 4.3564 0.3469 0.025
N 0.7667 4.0237 0.7581 0.042
C 1.8449 4.5981 0.4366 -0.415
N 3.0319 4.1640 0.9403 0.065
H 1.8963 5.4320 -0.2690 0.112
H 3.8911 4.6390 0.7559 0.080
H 2.9682 3.3033 1.4551 0.090
C -2.6369 -3.0231 -0.5682 -0.163
N -1.3054 -2.8414 -1.1187 -0.194
C -0.2446 -3.3075 -0.1945 -0.145
H -3.3629 -3.0474 -1.3732 0.066
H -2.7080 -3.9696 -0.0454 0.070
H -2.9607 -2.2335 0.0993 0.067
H -1.1005 -1.8637 -1.3113 0.091
H -0.2434 -2.7299 0.7465 0.074
H 0.7185 -3.1530 -0.6670 0.067
H -0.4627 -4.3474 0.0087 0.066
```

---

The following is a quantum chemistry calculation of a 2-piece molecular cluster, C3H11N3O overall in a non-equilibrium geometry, from the Open Molecules 2025 dataset.

The charge is 0. As for the lowest unoccupied orbital energy: -2.7 eV. As for the electronic energy: -360.151898 Eh. Its multiplicity is 1.

```
18
Properties=species:S:1:pos:R:3:lowdin_charge:R:1
N 0.9093 -1.9419 -0.1363 0.096
C -0.4682 -1.7450 -0.0751 -0.410
N -1.2467 -1.2835 -1.1431 0.117
H 1.4373 -1.4934 0.6125 0.064
H 1.2857 -2.7942 -0.5172 0.094
H -0.7598 -1.2391 0.8373 0.118
H -0.9885 -2.7057 -0.3954 0.174
H -1.0307 -1.6992 -2.0550 0.068
C 0.3471 1.1371 1.1510 -0.408
O 1.1970 0.1619 1.4762 -0.226
C 0.0856 1.3084 -0.4074 -0.222
N -0.7773 2.4636 -0.6018 0.012
H -0.6836 1.0006 1.5523 0.101
H 0.7597 2.1132 1.4645 0.112
H 1.0275 1.5541 -0.9001 0.114
H -0.3647 0.4095 -0.8592 0.058
H -1.7440 2.2644 -0.7922 0.071
H -0.4066 3.1956 -1.1847 0.067
```

---

The following is a quantum chemistry calculation of a 2-piece molecular cluster, C3H11N3O overall, from the Open Molecules 2025 dataset.

The charge is 0. As for the lowest unoccupied orbital energy: 0.7 eV. As for the electronic energy: -360.256435 Eh. Its multiplicity is 1.

```
18
Properties=species:S:1:pos:R:3:lowdin_charge:R:1
C -1.1770 0.3197 -1.3662 -0.035
N -0.6018 -0.3143 1.0984 -0.071
C -0.3559 0.7167 -0.1731 -0.560
N -1.6955 -1.2170 1.0665 0.022
O -0.0896 1.8499 0.1833 0.001
H -0.5146 0.2638 1.9356 0.137
H -2.5415 -0.7669 1.3998 0.088
H -1.4884 -2.0177 1.6519 0.082
H -0.7663 0.8278 -2.2375 0.089
H -2.2075 0.6564 -1.2215 0.086
H -1.1775 -0.7558 -1.5270 0.076
C 1.5234 -0.2413 -0.5073 -0.241
N 2.5184 0.6487 0.0522 -0.046
H 2.1521 1.5994 0.0508 0.051
H 2.7167 0.4152 1.0188 0.057
H 1.4644 -0.1238 -1.5896 0.071
H 1.8195 -1.2882 -0.3341 0.082
H 0.4211 -0.5727 0.4991 0.111
```

---

The following is a quantum chemistry calculation of a 2-piece molecular cluster, C3H11N3O overall, from the Open Molecules 2025 dataset.

The charge is 0. As for the lowest unoccupied orbital energy: 0.6 eV. As for the electronic energy: -360.308321 Eh. Its multiplicity is 1.

```
18
Properties=species:S:1:pos:R:3:lowdin_charge:R:1
C -0.5978 1.7291 1.6068 -0.031
C 0.1369 1.0453 0.4674 -0.501
N -2.0108 0.6068 -0.7904 -0.025
C -0.5800 0.5039 -0.6206 -0.274
O 1.3891 0.8502 0.6155 -0.110
H 1.6136 -0.6572 0.1024 0.094
H -2.3223 1.5432 -1.0302 0.059
H -2.5202 0.3114 0.0314 0.053
H -0.0325 0.4369 -1.5600 0.102
H 0.1042 2.3759 2.1313 0.076
H -1.4541 2.3101 1.2597 0.065
H -0.9684 0.9892 2.3236 0.081
N 1.1089 -1.5606 -0.1912 -0.032
N 1.5611 -2.0624 -1.4447 0.014
H 0.9086 -2.7609 -1.7816 0.084
H 2.4811 -2.4742 -1.3439 0.083
H 1.0708 -2.2361 0.5723 0.141
H 0.1118 -0.9507 -0.3476 0.122
```

---

The following is a quantum chemistry calculation of a 2-piece molecular cluster, C3H11N4 overall in a non-equilibrium geometry, from the Open Molecules 2025 dataset.

The charge is +1. As for the lowest unoccupied orbital energy: -3.3 eV. As for the electronic energy: -339.607638 Eh. Its multiplicity is 1.

```
18
Properties=species:S:1:pos:R:3:lowdin_charge:R:1
C -1.7770 1.2901 1.4749 -0.225
C 2.6112 -0.8795 -0.0808 -0.125
C -0.5004 -0.5877 -1.7674 -0.029
N -0.6959 1.5263 0.8503 0.181
N -2.4099 0.1461 1.5316 0.176
N 1.6014 -1.0283 -1.0711 -0.126
N 0.4107 -0.3271 -0.9044 -0.084
H -2.2708 2.1713 1.8584 0.160
H 2.6195 -1.7001 0.6883 0.075
H 3.7554 -0.9157 -0.6656 0.164
H 2.4954 -0.0483 0.5833 0.045
H -0.3555 -1.0893 -2.7638 0.109
H -0.0867 0.9336 0.1812 0.098
H -1.3800 -0.0443 -1.6272 0.032
H -3.4281 0.0509 1.8862 0.192
H -2.2540 -0.4375 0.7555 0.092
H 1.8007 -1.4259 -1.9522 0.114
H -0.1360 2.3654 1.0227 0.150
```

---

The following is a quantum chemistry calculation of a 2-piece molecular cluster, C3H11N4 overall in a non-equilibrium geometry, from the Open Molecules 2025 dataset.

The charge is +1. As for the lowest unoccupied orbital energy: -4.3 eV. As for the electronic energy: -339.525629 Eh. Its multiplicity is 1.

```
18
Properties=species:S:1:pos:R:3:lowdin_charge:R:1
C 2.2014 0.5138 0.0717 -0.180
C -1.3208 -1.4870 -0.1085 -0.046
C -2.1328 0.7138 0.3770 -0.090
N 1.1883 -0.0913 -0.5027 0.006
N 3.3131 -0.1811 0.2579 0.159
N -0.9922 -0.1030 0.2382 -0.260
N 0.0217 0.5507 -0.5967 -0.060
H 1.8921 1.4664 0.5544 0.146
H -2.4078 -1.5273 -0.4102 0.109
H -0.5727 -2.0170 -0.7481 0.105
H -1.2062 -2.0540 0.7548 0.063
H -2.7422 0.1996 1.0460 0.081
H -1.8387 1.7093 0.7033 0.084
H -2.6390 0.6526 -0.6644 0.130
H 4.0691 0.2351 0.8597 0.160
H 3.4825 -1.0580 -0.0966 0.092
H -0.0471 1.8958 -0.1453 0.321
H -0.2688 0.5814 -1.5905 0.180
```

---

The following is a quantum chemistry calculation of a 2-piece molecular cluster, C3H11N4 overall in a non-equilibrium geometry, from the Open Molecules 2025 dataset.

The charge is +2. As for the lowest unoccupied orbital energy (alpha / beta): -8.1 / -11.7 eV. As for the electronic energy: -339.248695 Eh. Its multiplicity is 2.

```
18
Properties=species:S:1:pos:R:3:lowdin_charge:R:1
C 0.2184 -1.6391 1.5481 -0.045
C -0.2026 -1.5657 0.2235 0.045
N 0.6462 -1.0418 -0.7889 0.138
N -0.5495 -2.0502 2.5264 0.260
H 1.2377 -1.3859 1.8220 0.164
H -1.2186 -1.7432 -0.1081 0.164
H 0.2617 -0.0213 -1.3070 0.087
H 1.5618 -0.7791 -0.4139 0.163
H 0.8169 -1.7142 -1.5514 0.193
H -1.5534 -2.0443 2.3565 0.167
H -0.3445 -1.6537 3.4420 0.175
N 0.2354 2.6277 -0.2191 0.158
C -0.3418 2.2645 -1.3528 -0.245
N -0.0570 1.1668 -1.9875 0.073
H 0.0952 3.5360 0.1929 0.135
H 0.9344 2.0353 0.1919 0.109
H -1.1355 2.8996 -1.7381 0.158
H -0.6049 1.1085 -2.8366 0.102
```

---

The following is a quantum chemistry calculation of a 2-piece molecular cluster, C3H11N4O overall in a non-equilibrium geometry, from the Open Molecules 2025 dataset.

The charge is +1. As for the lowest unoccupied orbital energy: -7.1 eV. As for the electronic energy: -414.769182 Eh. Its multiplicity is 1.

```
19
Properties=species:S:1:pos:R:3:lowdin_charge:R:1
N 1.4601 -1.1167 0.6448 0.147
C 0.5332 -1.7014 -0.3260 -0.124
N -0.9050 -1.6108 -1.0712 0.164
N 1.3083 -2.2990 -1.3569 0.075
H 1.6316 -1.7919 1.3993 0.152
H 2.3351 -1.0674 0.1290 0.119
H -1.2775 -2.5598 -0.8993 0.114
H -1.4909 -0.9748 -0.5248 0.072
H 0.8766 -3.2339 -1.4139 0.134
H 0.9695 -1.8356 -2.2122 0.117
C -0.9480 3.3433 0.8274 -0.356
N -1.0248 2.1081 0.2350 -0.024
C -0.1404 1.0243 0.6331 -0.127
O -0.2674 3.5781 1.7940 0.042
H -1.5949 4.0995 0.3528 0.136
H -1.7122 1.9028 -0.4801 0.128
H 0.6985 1.3265 1.2663 0.097
H 0.2737 0.5247 -0.2351 0.036
H -0.7254 0.2839 1.2379 0.097
```

---

The following is a quantum chemistry calculation of a 3-piece molecular cluster, C3H11N5 overall in a non-equilibrium geometry, from the Open Molecules 2025 dataset.

The charge is 0. As for the lowest unoccupied orbital energy (alpha / beta): 0.7 / 0.7 eV. As for the electronic energy: -394.455511 Eh. Its multiplicity is 1.

```
19
Properties=species:S:1:pos:R:3:lowdin_charge:R:1
C 1.9931 -1.0893 -1.4938 -0.063
C -0.8851 -1.8769 -1.1679 -0.145
N -0.2846 -0.7795 -1.0758 0.025
H 2.1151 -1.8037 -0.6806 -0.002
H 2.8852 -0.4745 -1.6376 -0.008
H 1.7236 -1.5657 -2.4342 -0.015
H -1.7849 -2.1046 -0.5954 0.055
H -0.4803 -2.6647 -1.8079 0.058
C -0.1130 1.1335 0.7328 -0.506
N -2.1656 0.0575 1.1152 0.000
N 0.9863 1.2467 -0.0258 0.127
N -0.4572 2.1716 1.5787 0.123
N -0.8625 0.0478 0.6571 -0.102
H -2.2810 -0.4718 1.9698 0.071
H -2.6274 0.9622 1.1414 0.072
H 1.6417 1.9739 0.2185 0.095
H 1.3232 0.3953 -0.6076 0.038
H 0.2059 2.9224 1.6797 0.087
H -0.9323 1.9200 2.4334 0.088
```

---

The following is a quantum chemistry calculation of a 2-piece molecular cluster, C3H11N5O overall in a non-equilibrium geometry, from the Open Molecules 2025 dataset.

The charge is 0. As for the lowest unoccupied orbital energy: 0.8 eV. As for the electronic energy: -469.896989 Eh. The SMILES is [H]/N=C(/C)N.NNC(N)=O. Its multiplicity is 1.

```
20
Properties=species:S:1:pos:R:3:lowdin_charge:R:1
H 0.2158 -0.2500 -1.9124 0.050
N 0.7473 0.3383 -1.2675 0.070
C 1.5150 -0.1056 -0.3119 -0.536
C 2.7796 0.6423 0.0005 -0.043
N 1.4423 -1.4332 -0.0130 0.114
H 3.6238 0.1787 -0.5182 0.085
H 2.9653 0.6243 1.0772 0.068
H 2.7165 1.6761 -0.3487 0.077
H 0.5122 -1.8202 -0.1940 0.085
H 1.9350 -1.7240 0.8217 0.092
N -1.4479 1.9858 -0.2463 0.008
N -1.6930 0.8969 0.6157 -0.039
C -1.7126 -0.4395 0.1127 -0.581
N -2.2524 -1.2879 1.0732 0.108
O -1.5388 -0.8629 -1.0277 0.001
H -1.8961 1.8067 -1.1518 0.082
H -0.4411 1.9417 -0.4682 0.044
H -2.0294 1.0776 1.5587 0.128
H -3.1527 -0.9888 1.4299 0.092
H -2.2888 -2.2564 0.7703 0.096
```

---

The following is a quantum chemistry calculation of a 2-piece molecular cluster, C3H11NO overall in a non-equilibrium geometry, from the Open Molecules 2025 dataset.

The charge is 0. As for the lowest unoccupied orbital energy: 0.9 eV. As for the electronic energy: -250.859461 Eh. The SMILES is CN(C)C.O. Its multiplicity is 1.

```
16
Properties=species:S:1:pos:R:3:lowdin_charge:R:1
C 0.7332 0.0920 -1.1613 -0.122
N 0.0602 -0.0553 0.1515 -0.340
C 1.0923 -0.6611 1.0017 -0.103
C -0.4923 1.2548 0.5336 -0.086
H 1.1142 -0.8535 -1.5431 0.084
H 1.5811 0.7810 -1.0308 0.083
H 0.1701 0.5267 -1.9901 0.085
H 0.7615 -0.7196 2.0351 0.085
H 1.2568 -1.6770 0.6451 0.085
H 2.0481 -0.1358 0.8962 0.080
H -0.0052 1.6827 1.4140 0.084
H -1.5726 1.2239 0.6630 0.075
H -0.3000 1.9600 -0.2749 0.073
O -2.2038 -1.5252 -0.5831 -0.087
H -2.7825 -0.7600 -0.6681 0.020
H -1.4611 -1.1338 -0.0887 -0.016
```